C38H83NO24PS6 | ωB97M-V/def2-TZVPD

Orbital gap   4.8726 eV
LUMO energy   1.240 eV
Charge   -1
HOMO level   -3.633 eV

Structure (XYZ):
```
153
C38H83NO24PS6 | the OMol25 dataset | ωB97M-V/def2-TZVPD
H -3.912 4.160 3.576
O -12.851 -0.682 -6.203
H -2.246 -1.840 1.960
H -4.246 -0.460 -2.536
C 8.234 -2.168 -1.518
H -0.710 3.936 0.267
H -0.424 5.468 1.061
C 8.887 -3.468 -1.092
H -3.775 -2.542 1.432
S 10.917 -1.785 -4.638
H -2.397 3.367 2.056
H -0.351 -0.123 4.632
H 4.607 -4.781 2.997
H -6.102 1.813 -1.842
H -2.391 6.063 2.706
O 7.174 -3.040 1.701
C -4.561 1.522 -3.335
C 12.953 -0.668 -3.717
H -4.234 -0.396 -4.281
H -3.040 2.987 -0.238
C -2.978 -0.989 0.154
H -11.397 3.751 -4.483
H 2.738 -0.871 2.054
C 0.808 -3.059 5.165
S -8.266 2.451 -4.284
H -9.875 -2.039 -6.084
H -5.430 1.539 -3.995
H 3.655 -2.374 0.069
H 3.594 -6.659 1.799
O -8.776 2.738 -2.801
H -2.139 5.104 -1.029
H 11.370 0.044 -2.403
H -11.725 -1.076 -7.875
C -11.563 -0.858 -6.824
C -2.319 5.371 0.019
S 6.925 2.452 4.861
O -9.590 2.949 -5.030
H 0.018 -1.611 0.634
C -10.960 -2.019 -6.054
C 0.558 -1.702 5.853
C -0.652 -0.916 5.317
C -2.045 -3.396 0.461
H 13.628 -0.784 -2.875
O 6.185 -5.829 2.170
H -11.370 -2.978 -6.373
O 7.421 -1.814 -0.380
O 8.812 -1.211 1.587
C -4.681 3.408 -1.522
H -4.707 6.218 4.385
C 8.048 0.284 4.330
H -4.604 2.931 0.571
O 12.368 -1.951 -4.000
H -1.188 5.452 3.837
H -1.338 -1.567 4.771
H -10.564 3.226 -1.919
O 6.525 3.191 3.721
H 0.432 -1.862 6.926
C -3.163 4.698 4.166
O 10.003 -2.502 -3.819
O -13.801 -1.846 -4.273
H -9.771 4.553 -2.816
H 0.800 -1.726 2.946
H -0.261 1.459 -0.457
H -2.761 3.972 4.878
S 6.380 -6.761 0.904
H -4.019 3.846 -2.276
O 9.197 -3.237 0.302
H 13.498 -0.323 -4.597
H 1.588 -1.772 -1.343
H 2.167 -3.283 0.327
H 1.027 -3.298 2.241
H -0.972 1.713 -2.793
H 0.533 0.195 -1.970
H 2.357 -4.066 4.067
O 6.771 0.890 4.613
H 9.814 -3.670 -1.617
C -10.677 3.037 -4.092
S -12.741 -0.981 -4.642
C 2.632 -2.297 0.463
H -1.217 -0.446 6.122
C -1.194 4.716 0.859
C -2.051 5.161 3.228
H 9.016 0.908 6.177
H 3.317 -5.308 0.669
H 5.268 -4.101 1.490
H -0.964 -1.215 -1.536
H 7.587 -2.272 -2.382
C 1.864 -1.283 -0.398
H 1.456 -1.086 5.743
S 8.117 -2.284 0.960
O 4.957 -6.506 0.241
C -1.676 1.014 -2.330
H 3.653 -2.340 2.364
C 1.968 -3.045 4.168
C -10.002 3.487 -2.811
O 6.390 2.753 6.141
H 8.232 0.314 3.257
H -0.749 3.560 2.587
H -0.098 -3.342 4.618
H -2.250 6.462 0.058
N -1.932 0.008 0.266
H -11.136 2.056 -3.983
H -3.068 -1.365 -0.881
H -3.955 4.986 1.407
O 8.524 2.474 4.919
H -3.866 2.269 -3.731
C 4.072 -5.884 1.197
H -4.444 5.612 -0.149
C -5.020 1.959 -1.925
H -4.151 5.565 5.917
C -3.824 5.857 4.917
O 6.492 -8.105 1.348
H 11.938 1.267 -3.574
H 10.035 1.099 4.721
H -4.570 1.286 -1.190
H -3.137 6.700 5.025
O 10.776 -0.222 -4.372
C -2.791 -2.206 1.085
H -3.944 -0.529 0.397
P -0.586 0.114 -1.000
C 2.707 -1.960 1.956
H -2.726 -4.213 0.207
O -11.361 -1.764 -4.698
H 2.785 -2.424 4.555
C -3.893 0.135 -3.386
H 8.017 -0.748 4.669
C -3.748 4.919 0.337
C 9.022 1.143 5.111
H 8.962 -1.376 -1.690
C -2.356 0.164 -3.407
C 1.547 -2.512 2.798
H 8.209 -4.320 -1.163
H 0.970 -3.839 5.913
O 7.369 -6.226 0.032
O -12.514 0.228 -3.932
C -1.609 4.112 2.200
C 0.583 -0.767 0.229
O 10.953 -2.002 -6.035
H -5.578 4.037 -1.508
O -7.219 3.339 -4.628
C 11.754 0.210 -3.411
H -10.978 0.055 -6.709
H 2.525 -0.451 -0.665
H -1.285 -3.802 1.134
H -1.988 -0.869 -3.331
C -4.006 3.492 -0.156
H -2.412 1.616 -1.796
H -2.059 0.517 -4.402
C 5.002 -5.018 2.013
O -8.129 1.049 -4.448
H -1.534 -3.088 -0.453
H -2.337 0.925 0.394
H 0.778 -0.083 1.064
```